*P*
{"formula": "H2NO3S", "method": "the ωB97M-V functional and the def2-TZVPD basis", "species": ["N", "S", "O", "O", "O", "H", "H"], "xyz": [[0.15, -0.38, -0.02], [1.81, -0.04, 0.02], [1.63, 1.70, -0.08], [2.35, -0.63, 1.25], [2.36, -0.52, -1.19], [-0.26, 0.13, 0.76], [-0.12, 0.15, -0.85]], "smiles": "NS(=O)(=O)[O-]", "charge": -1, "homo_energy_ev": -4.335, "lumo_energy_ev": 4.13, "orbital_gap_ev": 8.46}

*Q*
{"formula": "H2NO3S", "method": "the ωB97M-V functional and the def2-TZVPD basis", "species": ["N", "O", "O", "O", "S", "H", "H"], "xyz": [[-0.37, -0.01, 0.95], [-1.55, -0.82, -1.38], [0.63, 0.21, -1.40], [0.64, 1.02, 1.00], [-0.21, -0.81, -0.71], [0.14, -0.70, 1.52], [0.73, 1.12, 0.03]], "charge": -1, "homo_energy_ev": -3.596, "lumo_energy_ev": 4.21, "orbital_gap_ev": 7.81}

*P* comes first in stability; the runner-up is 28.2 kcal/mol higher.

*P*
{"formula": "C3H4ClNO2S", "method": "the ωB97M-V functional and the def2-TZVPD basis", "species": ["C", "C", "C", "N", "O", "O", "S", "Cl", "H", "H", "H", "H"], "xyz": [[1.59, -1.01, 0.16], [-1.32, -0.15, -1.10], [1.05, 0.27, 0.35], [2.18, -2.00, 0.10], [-1.13, -0.41, 1.61], [-1.14, 1.85, 0.83], [-0.80, 0.50, 0.58], [1.60, 1.56, -0.63], [-2.23, 0.28, -1.31], [-0.51, 0.12, -1.77], [-1.46, -1.31, -0.83], [2.18, 0.32, 2.01]], "homo_energy_ev": [-10.285, -10.848], "lumo_energy_ev": [-1.48, -2.24], "orbital_gap_ev": [8.80, 8.61]}

*Q*
{"formula": "C3H4ClNO2S", "method": "the ωB97M-V functional and the def2-TZVPD basis", "species": ["C", "C", "C", "N", "O", "O", "S", "Cl", "H", "H", "H", "H"], "xyz": [[-0.03, -2.00, 1.25], [-0.64, 1.58, 0.11], [0.13, -1.09, -0.73], [-0.32, -2.42, 2.25], [1.63, 0.16, 1.03], [1.72, 1.04, -1.25], [0.92, 0.52, -0.17], [-1.25, -1.12, -1.70], [-1.19, 1.49, 1.09], [-0.64, 2.60, -0.19], [-1.21, 1.01, -0.61], [0.88, -1.77, -1.08]], "homo_energy_ev": -11.370, "lumo_energy_ev": -1.63, "orbital_gap_ev": 9.74}

*Q* comes first in stability; the runner-up is 19.0 kcal/mol higher.